(1)
48
Properties=species:S:1:pos:R:3 method="wB97M-V/def2-TZVPD" charge=0 homo_lumo_gap_ev=8.28 e_homo_ev=-7.9
C -5.92 -3.09 1.77
C -6.03 -1.60 1.51
C -5.46 -1.22 0.14
C -5.58 0.28 -0.13
C -5.02 0.65 -1.51
C -3.54 0.28 -1.63
O -3.12 -0.61 -2.32
N -2.75 1.09 -0.86
N -1.42 0.88 -0.80
C -0.63 1.63 -0.13
C -1.02 2.84 0.67
C 0.78 1.22 -0.16
C 1.71 1.70 0.77
C 3.03 1.30 0.73
C 3.46 0.41 -0.24
N 4.78 -0.04 -0.34
C 5.86 0.30 0.42
O 5.85 1.08 1.35
C 7.09 -0.39 -0.01
C 8.36 -0.30 0.51
C 9.16 -1.17 -0.26
C 8.33 -1.72 -1.19
O 7.08 -1.26 -1.05
C 2.54 -0.09 -1.17
C 1.22 0.31 -1.12
H -6.32 -3.34 2.75
H -6.47 -3.65 1.02
H -4.88 -3.41 1.74
H -7.08 -1.30 1.56
H -5.49 -1.05 2.29
H -6.00 -1.77 -0.63
H -4.42 -1.52 0.09
H -6.63 0.57 -0.09
H -5.05 0.83 0.65
H -5.55 0.09 -2.28
H -5.15 1.71 -1.69
H -3.18 1.85 -0.33
H -0.23 3.59 0.63
H -1.92 3.30 0.27
H -1.20 2.58 1.71
H 1.41 2.39 1.55
H 3.74 1.68 1.45
H 4.95 -0.70 -1.09
H 8.66 0.30 1.34
H 10.20 -1.36 -0.15
H 8.50 -2.42 -1.98
H 2.86 -0.79 -1.92
H 0.50 -0.07 -1.83

(2)
13
Properties=species:S:1:pos:R:3 method="wB97M-V/def2-TZVPD" charge=0 smiles="N#CC1(C#N)N=CCN1" homo_lumo_gap_ev=10.52 e_homo_ev=-10.0
N 2.09 2.34 0.22
C 1.52 1.37 -0.04
C 0.83 0.05 -0.08
C 1.80 -1.10 0.24
N 2.40 -2.07 0.31
N 0.19 -0.16 -1.36
C -1.06 -0.11 -1.18
C -1.53 -0.12 0.21
N -0.29 0.08 0.87
H -1.64 -0.07 -2.02
H -2.11 0.77 0.58
H -1.97 -1.04 0.39
H -0.24 0.07 1.86

(3)
38
Properties=species:S:1:pos:R:3 method="wB97M-V/def2-TZVPD" charge=-1 homo_lumo_gap_ev=1.91 e_homo_ev=-1.1
C 3.35 0.19 1.51
C 2.35 -0.72 2.15
C 1.58 -1.66 1.22
C 1.80 -1.65 -0.22
C 1.03 -2.55 -1.23
C 0.06 -3.61 -0.55
C -1.44 -3.06 -0.43
C -2.01 -3.15 1.04
S -2.72 -1.58 1.71
C -1.90 -0.17 0.93
N -0.87 0.62 1.31
N -0.76 1.51 0.26
C -1.69 1.26 -0.69
O -2.48 0.18 -0.29
N 2.79 -0.76 -0.76
C 3.53 0.14 0.07
H 3.92 0.87 2.18
H 2.11 -0.76 3.24
H 0.82 -2.33 1.70
H 0.41 -1.93 -1.96
H 1.79 -3.09 -1.88
H 0.01 -4.49 -1.27
H 0.47 -3.96 0.44
H -2.11 -3.69 -1.10
H -1.44 -2.03 -0.88
H -1.27 -3.55 1.80
H -2.85 -3.91 1.02
H -1.91 1.77 -1.66
H 2.97 -0.70 -1.76
H 4.29 0.85 -0.37
O -1.66 3.99 -1.87
C -1.85 4.72 -0.79
C -0.61 5.77 -0.59
O -0.80 6.49 0.49
H -1.93 4.18 0.17
H -2.77 5.35 -0.77
H -0.54 6.32 -1.55
H 0.30 5.14 -0.62

(4)
45
Properties=species:S:1:pos:R:3 method="wB97M-V/def2-TZVPD" charge=0 multiplicity=3 homo_lumo_gap_ev="8.48 / 7.27" e_homo_ev="-8.8 / -9.1"
Pt 0.08 -0.11 -0.32
C 0.71 -0.84 -3.82
C 0.91 -1.96 -2.80
O 1.26 -3.16 -3.50
P -0.71 -2.31 -1.93
O -1.14 -3.69 -2.57
O -1.81 -1.32 -2.47
O -0.67 -2.39 -0.43
P 2.36 -1.66 -1.65
O 3.27 -0.70 -2.57
O 3.02 -2.98 -1.46
O 1.99 -0.85 -0.41
H -0.16 -1.04 -4.44
H 1.59 -0.78 -4.44
H 0.56 0.12 -3.32
H 1.95 -3.60 -2.96
H -0.47 -3.97 -3.23
H -1.98 -0.52 -1.90
H 4.18 -1.01 -2.54
C -3.35 2.35 -0.93
C -1.91 2.05 -0.56
C -0.93 2.83 -1.43
O -1.71 0.65 -0.66
H -3.56 3.41 -0.82
H -4.03 1.79 -0.28
H -3.53 2.05 -1.96
H -1.75 2.35 0.49
H -1.15 2.64 -2.49
H 0.10 2.52 -1.24
H -1.00 3.90 -1.24
N 1.61 2.79 4.49
C 1.02 1.70 5.03
O 0.84 1.58 6.23
C 0.57 0.62 4.09
C 0.16 -0.59 4.64
C -0.27 -1.61 3.81
C -0.28 -1.40 2.44
N 0.10 -0.23 1.92
C 0.52 0.75 2.71
H 1.94 3.50 5.13
H 1.88 2.85 3.53
H 0.18 -0.70 5.71
H -0.59 -2.56 4.21
H -0.59 -2.16 1.73
H 0.80 1.67 2.21

(5)
20
Properties=species:S:1:pos:R:3 method="wB97M-V/def2-TZVPD" charge=0 smiles="CCOC=S.OCCF" homo_lumo_gap_ev=8.92 e_homo_ev=-8.4
C -1.37 -2.44 -1.53
C -0.89 -1.02 -1.07
O 0.56 -0.99 -1.02
C 1.11 -0.91 0.26
S 2.60 -1.58 0.68
H -2.52 -2.48 -1.19
H -1.12 -2.57 -2.64
H -0.63 -3.09 -0.74
H -1.07 -0.21 -1.78
H -1.39 -0.78 -0.06
H 0.46 -0.42 1.13
O -1.40 2.22 1.94
C -1.33 2.85 0.67
C -1.19 1.78 -0.42
F 0.05 1.14 -0.25
H -1.11 2.89 2.62
H -2.21 3.52 0.46
H -0.51 3.54 0.60
H -1.27 2.19 -1.40
H -1.95 1.01 -0.34

| no. | energy (eV) |
| --- | --- |
| 1 | -30688.8466 |
| 2 | -11207.5665 |
| 3 | -35212.0202 |
| 4 | -54968.0200 |
| 5 | -23007.6428 |